(1)
Entry from OMol25: a molecular structure, C10H8BrMoN2O2S (ωB97M-V with the def2-TZVPD basis set).

For the HOMO energy (spin up / spin down), the calculation gives -16.48 / -16.54 eV. For the frontier orbital gap (spin up / spin down), the calculation gives 6.64 / 7.14 eV.

Geometry as ORCA input:
```
! wB97M-V def2-TZVPD RIJCOSX def2/J DEFGRID3
* xyz 2 2
Mo -0.64501 -0.63520 -1.32902
O -0.11061 1.21780 -1.32069
N 1.19845 1.62036 -1.21696
C 1.42815 2.94273 -1.19113
C 2.73345 3.36780 -1.11410
C 3.75188 2.42298 -1.06160
C 3.46031 1.06592 -1.08514
C 2.14065 0.66753 -1.16877
S 1.62203 -1.01726 -1.20769
H 0.55389 3.57416 -1.24480
H 2.93963 4.42804 -1.10041
H 4.78389 2.74333 -1.00388
H 4.23965 0.31688 -1.04717
O -3.88914 -3.25948 2.32813
C -2.99497 -2.48008 1.75733
C -2.18233 -1.58707 2.53005
C -1.26490 -0.78678 1.92600
N -1.18007 -0.88296 0.57189
C -1.93083 -1.70943 -0.15921
Br -1.45316 -1.42418 -3.37077
C -2.87367 -2.55280 0.37084
H -3.92758 -3.16133 3.28880
H -2.29468 -1.54521 3.60659
H -0.62149 -0.10087 2.45575
H -3.48354 -3.22489 -0.21403
*
```

(2)
Entry from OMol25: 3 unconnected molecules or ions with the total composition C3HNO3S (ωB97M-V with the def2-TZVPD basis set).

For the HOMO energy, the calculation gives -10.64 eV. Its energy above the lowest of the compared OMol25 structures with the same formula, charge and spin is 5.3 kcal/mol. For the frontier orbital gap, the calculation gives 11.26 eV.

Geometry as ORCA input:
```
! wB97M-V def2-TZVPD RIJCOSX def2/J DEFGRID3
* xyz 0 1
C 0.32421 0.93973 1.19186
C -2.05337 -0.29840 -0.63444
C 2.63377 -0.31496 0.34665
N -2.15055 0.45900 -1.55380
O 0.76232 0.43438 2.10102
O -1.71653 -0.96066 0.25377
O 3.01456 0.77690 0.43180
S 1.92995 -1.67078 0.17431
H -2.74436 0.63480 -2.31116
*
```

(3)
Entry from OMol25: a molecular structure, C5H22BrN10O8PS2 (ωB97M-V with the def2-TZVPD basis set).

For the HOMO energy, the calculation gives -8.68 eV. Its energy above the lowest of the compared OMol25 structures with the same formula, charge and spin is 0.0 kcal/mol. For the frontier orbital gap, the calculation gives 8.13 eV.

Geometry as ORCA input:
```
! wB97M-V def2-TZVPD RIJCOSX def2/J DEFGRID3
* xyz 0 1
O 2.45081 0.19015 2.67511
S 2.66308 -0.68468 1.58394
O 1.53351 -0.36383 0.42737
Br 0.25044 -1.67082 0.44328
O 4.06435 -0.21588 0.86445
P 4.05387 1.06717 -0.21525
S 2.96878 2.58268 0.22412
H 3.78977 0.46107 -1.44525
H 5.41256 1.37131 -0.22178
C -2.88670 -2.99148 1.58528
O -2.05153 -3.35436 0.76751
N -2.59801 -2.09780 2.57831
N -4.16363 -3.47243 1.56837
H -3.26074 -1.80511 3.27129
H -1.65598 -1.75158 2.63188
H -4.39525 -4.13619 0.85306
H -4.86547 -3.20361 2.23104
C 1.29406 1.09513 -3.28223
O 2.51833 1.15250 -3.23317
N 0.59590 1.37490 -4.41625
N 0.55380 0.73469 -2.19028
H -0.40291 1.32661 -4.47356
H 1.11088 1.62997 -5.24299
H 1.06301 0.52641 -1.34989
H -0.44546 0.66321 -2.18995
C 0.07460 -1.34204 5.77428
O -0.14531 -2.16742 6.64536
N 0.95807 -1.56128 4.75403
N -0.55153 -0.12522 5.73787
H 1.15900 -0.90186 4.02353
H 1.42884 -2.44686 4.73928
H -1.20832 0.07116 6.46912
H -0.38603 0.57162 5.02840
C -2.40258 2.31724 3.84053
O -1.19030 2.40694 3.78023
N -3.15404 3.08724 4.68635
N -3.11182 1.43439 3.06591
H -4.15190 3.02746 4.75441
H -2.66377 3.74658 5.26179
H -2.59003 0.86139 2.42821
H -4.10928 1.34519 3.09885
C 1.57406 0.49213 -8.12638
O 1.02632 1.28486 -7.37892
N 2.86122 0.66328 -8.55113
N 0.93957 -0.62572 -8.59317
H 3.33350 0.02557 -9.16282
H 3.34956 1.47390 -8.21901
H -0.00560 -0.77499 -8.29421
H 1.36832 -1.29159 -9.20694
*
```

(4)
Entry from OMol25: a molecular structure, C32H32As2BN3O4SY (ωB97M-V with the def2-TZVPD basis set).

For the HOMO energy (spin up / spin down), the calculation gives -7.39 / -7.40 eV. Its energy above the lowest of the compared OMol25 structures with the same formula, charge and spin is 68.4 kcal/mol. For the frontier orbital gap (spin up / spin down), the calculation gives 3.93 / 3.93 eV.

Geometry as ORCA input:
```
! wB97M-V def2-TZVPD RIJCOSX def2/J DEFGRID3
* xyz 1 1
Y 1.22452 0.24268 0.01686
C 5.52531 0.58667 -0.68753
As 4.24244 -0.18505 0.64945
C 4.96857 0.44929 2.42442
C 4.96421 -2.05147 0.62440
C 6.20289 -2.38457 1.15357
C 6.62046 -3.72363 1.12459
C 5.87107 -4.70964 0.47399
C 4.66703 -4.34691 -0.14429
C 4.14224 -3.06654 0.03589
As 2.31110 -2.55600 -0.46726
C 2.17715 -3.11613 -2.38457
C 1.44541 -4.05728 0.52995
H 6.53788 0.56714 -0.28681
H 5.21303 1.59631 -0.86258
H 5.42304 -0.03458 -1.60642
H 6.02059 0.60875 2.49580
H 4.58598 -0.24145 3.13984
H 4.45380 1.41926 2.55620
H 6.85880 -1.60388 1.62394
H 7.48013 -4.06294 1.68194
H 6.12783 -5.74569 0.46647
H 4.19682 -5.03094 -0.88836
H 2.92865 -2.54299 -2.96008
H 1.14230 -2.82927 -2.63958
H 2.30935 -4.22316 -2.47183
H 1.71952 -4.99951 0.05439
H 0.32086 -3.97796 0.49414
H 1.78752 -4.00038 1.58752
O -3.92125 1.46793 -3.38647
B -2.98374 1.06463 -2.35262
O -3.03616 2.06305 -1.38177
C -3.90239 3.09896 -1.77088
C -4.29511 4.29232 -1.10318
C -5.37765 4.98050 -1.68934
C -5.98833 4.59949 -2.87261
C -5.57544 3.43651 -3.54564
C -4.53371 2.71406 -2.99225
H -3.75394 4.59396 -0.18674
H -5.78931 5.83565 -1.13670
H -6.81144 5.18443 -3.18433
H -6.11191 3.00805 -4.39640
O -0.01504 -0.81423 1.38415
S -1.22680 -1.67670 1.93637
C -2.39329 -1.85642 0.59063
C -1.93368 -1.82804 -0.70986
C -2.80578 -2.05314 -1.81022
C -4.13330 -2.29420 -1.55038
C -4.54668 -2.43121 -0.23677
C -3.71155 -2.18268 0.85229
C -2.15628 -0.48269 2.88463
C -2.00939 -0.45748 4.24610
C -2.44226 0.61356 4.99957
C -3.15723 1.64911 4.38813
C -3.42799 1.58517 3.03568
C -2.90117 0.53332 2.26346
H -0.86617 -1.53433 -0.91946
H -2.49126 -2.01931 -2.85186
H -4.84698 -2.38573 -2.36836
H -5.56531 -2.71122 -0.06820
H -4.14187 -2.12633 1.86850
H -1.59896 -1.33830 4.73729
H -2.34140 0.55208 6.10906
H -3.56408 2.44238 4.98461
H -4.07430 2.34038 2.58136
H -3.14032 0.52337 1.19433
N 0.52403 3.44644 -2.87893
C 0.88599 2.83888 -1.77084
O 1.07085 1.57997 -1.71300
C 1.11259 3.70536 -0.65633
C 1.44400 3.07702 0.52948
N 1.74260 2.29808 1.38901
C 1.23186 5.10251 -0.71720
N 1.36213 6.26232 -0.80447
H 0.38309 2.87224 -3.68802
H 0.34581 4.45012 -2.96585
*
```

(5)
Entry from OMol25: a molecular structure, C10H10ClFN2 (ωB97M-V with the def2-TZVPD basis set).

For the HOMO energy, the calculation gives -9.43 eV. Its energy above the lowest of the compared OMol25 structures with the same formula, charge and spin is 0.0 kcal/mol. For the frontier orbital gap, the calculation gives 10.08 eV.

Geometry as ORCA input:
```
! wB97M-V def2-TZVPD RIJCOSX def2/J DEFGRID3
* xyz 0 1
C 0.13661 -2.32140 1.52649
C -3.46276 1.21807 0.04508
C -2.39760 1.91087 0.62096
C -3.33160 -0.16853 -0.21451
C -1.03019 -0.10321 0.55980
C -1.22254 1.24640 0.82619
C -2.15118 -0.79365 0.05458
C 1.48290 -0.44740 1.94987
C 1.74818 -0.39723 -1.16843
C 0.61966 -1.08414 0.85733
N -0.12359 -3.22047 2.18564
N 1.36739 -1.44504 -0.28860
F -0.14666 2.01103 1.16892
Cl -2.01633 -2.44046 -0.39229
H -4.47360 1.62221 0.14618
H -2.38256 2.97866 0.70284
H -4.21057 -0.57826 -0.58946
H 2.04145 -1.08516 2.49619
H 0.73131 0.03143 2.63511
H 2.23196 0.28921 1.56150
H 2.71916 -0.53036 -1.54413
H 1.08952 -0.29359 -2.10644
H 1.86519 0.65762 -0.65872
H 1.05002 -2.25497 -0.64775
*
```

(6)
Entry from OMol25: a gas-phase ion, C6H11N4OS (charge -1) (ωB97M-V with the def2-TZVPD basis set).

For the HOMO energy, the calculation gives -1.87 eV. Its energy above the lowest of the compared OMol25 structures with the same formula, charge and spin is 0.0 kcal/mol. Its structure (SMILES) is CC(C)n1ccc(N([O-])SN)n1. For the frontier orbital gap, the calculation gives 5.19 eV.

Geometry as ORCA input:
```
! wB97M-V def2-TZVPD RIJCOSX def2/J DEFGRID3
* xyz -1 1
C -0.25148 0.93032 -1.42365
C -1.06629 -0.09019 -0.55025
C -2.20456 0.55241 0.23971
N -0.08543 -0.86352 0.21828
C -0.05885 -2.17058 0.45257
C 1.00891 -2.43301 1.29394
C 1.61682 -1.16765 1.60014
N 2.56946 -0.81652 2.43666
O 3.41450 -1.65450 3.04640
S 2.62635 0.85438 2.86103
N 3.19617 1.65221 1.33965
N 0.92569 -0.22960 0.81498
H 0.48055 1.37218 -0.66513
H -1.02550 1.62743 -1.82064
H 0.22173 0.33978 -2.24557
H -1.57313 -0.95054 -1.22024
H -2.01358 0.96261 1.21770
H -3.04158 -0.19750 0.39421
H -2.81820 1.35343 -0.29361
H -0.79826 -2.85282 0.13254
H 1.31607 -3.46695 1.55320
H 2.77818 1.18833 0.56875
H 4.18726 1.57600 1.28446
*
```

(7)
Entry from OMol25: a molecular structure, C6H6NOPdS (ωB97M-V with the def2-TZVPD basis set).

For the HOMO energy, the calculation gives -3.47 eV. For the frontier orbital gap, the calculation gives 7.19 eV.

Geometry as ORCA input:
```
! wB97M-V def2-TZVPD RIJCOSX def2/J DEFGRID3
* xyz -1 1
Pd 0.43913 -0.63375 1.05883
C -1.42961 0.12239 -1.25700
C -0.93742 -1.14933 -1.00497
C 0.46040 -1.38242 -0.88829
C 1.32652 -0.25512 -0.88636
C 0.79065 1.03865 -1.11046
C -0.56140 1.21598 -1.33425
H -2.49642 0.26727 -1.37829
H -1.61586 -1.99239 -1.01058
H 0.85271 -2.38699 -0.96431
H 2.39805 -0.39324 -0.92181
H 1.46185 1.88682 -1.16615
H -0.95246 2.20853 -1.52188
O -0.07899 0.84399 5.37189
S 0.19530 0.90567 3.92660
N 0.14754 -0.29606 3.08702
*
```

(8)
Entry from OMol25: 2 unconnected molecules or ions with the total composition C5H12N2O2 (ωB97M-V with the def2-TZVPD basis set).

For the HOMO energy (spin up / spin down), the calculation gives -13.73 / -13.72 eV. Its energy above the lowest of the compared OMol25 structures with the same formula, charge and spin is 5.2 kcal/mol. For the frontier orbital gap (spin up / spin down), the calculation gives 9.71 / 4.89 eV.

Geometry as ORCA input:
```
! wB97M-V def2-TZVPD RIJCOSX def2/J DEFGRID3
* xyz 1 2
C -1.87396 -0.06284 -2.20670
C -0.64071 0.74675 -1.93466
O 0.45642 0.42009 -2.34959
N -0.75814 1.88919 -1.19334
H -2.78935 0.40146 -2.59089
H -2.20542 -0.59361 -1.31694
H 0.14967 2.31370 -1.10445
H -1.61506 2.37578 -1.00583
H -1.59537 -0.81247 -2.94486
C -0.03073 -1.32258 0.98384
C 0.50029 -2.49037 1.86250
C 0.62737 -0.07044 1.51932
O 0.30287 0.30070 2.68177
N 1.55009 0.60663 0.88510
H 0.28363 -1.43854 -0.05469
H -1.11881 -1.28303 1.03816
H 0.81006 -2.18293 2.86267
H 1.80028 1.47430 1.34617
H 1.70913 0.49322 -0.11897
H 1.25611 -3.10368 1.40746
H -0.36720 -3.09395 2.10684
*
```

Let's list largest force on an atom in order: 0.65 1.68 2.50 3.09 5.01 4.01 0.54 1.30 eV/A.